[1]
The following is a quantum chemistry calculation of C9H7AuN2O5S as an isolated structure in a non-equilibrium geometry, from OMol25.

highest occupied orbital energy (spin up / spin down)	-14.87 / -16.55	eV
spin multiplicity	3
net charge	+2
energy relative to the best compared isomer or geometry (same formula, charge and spin)	11.51	kJ/mol
max |F|	8.0	eV Å⁻¹

Atoms and positions in Å:
C: -3.11121 -3.61118 -1.84532
C: -0.92560 -1.35758 2.31788
C: 1.73745 2.58102 -1.51253
C: -0.31519 0.79220 1.22972
C: -1.26547 1.17279 -2.75998
O: 2.19407 -2.04019 -0.44437
H: -0.70478 -1.80667 3.29388
O: 1.31934 -0.76050 -4.60688
H: 0.81567 2.54419 0.83473
Au: 0.22431 0.02503 -1.81826
O: 1.83351 3.71928 -1.46113
N: -0.19197 -0.09442 2.25279
H: 1.16366 -0.35043 3.91757
O: -3.40140 -4.67701 -2.16248
H: -0.57902 -2.04478 1.53177
O: -1.10153 2.06727 -3.53706
C: 0.87460 0.25790 3.07016
H: -1.99022 -1.14745 2.16607
S: -1.43780 0.62892 -0.06489
N: 0.68296 1.70679 1.40496
C: 1.14651 -0.34862 -3.54175
C: 1.55160 -1.26505 -1.01323
H: -2.28206 0.72718 -2.55341
C: 1.44112 1.36576 2.51771
H: 2.32146 1.91556 2.78407

Force components x, y, z for each atom (eV/Å):
-0.785 -3.097 -0.947
-0.142 -0.241 0.203
0.282 3.026 -0.021
0.525 -0.101 0.786
-1.133 1.401 -2.497
-2.444 3.324 -2.686
-0.382 0.117 -0.298
-0.881 1.308 3.886
-0.156 -0.443 0.381
-0.598 0.432 1.348
-0.200 -2.949 -0.113
0.547 0.458 -0.368
-0.056 0.201 -0.116
0.818 3.131 0.944
-0.065 0.285 0.220
-0.305 -1.286 1.590
-0.365 -0.231 -0.846
0.260 -0.248 0.288
0.213 0.417 1.499
-0.098 -0.446 0.277
2.722 -1.540 -7.312
2.777 -4.348 4.209
-0.007 0.415 -0.157
-0.564 0.214 -0.493
0.036 0.202 0.222


[2]
The following is a quantum chemistry calculation of a 2-piece molecular cluster, CH2ClO2S overall in a non-equilibrium geometry, from OMol25.

highest occupied orbital energy (spin up / spin down)	-3.81 / -3.81	eV
spin multiplicity	1
net charge	-1
energy relative to the best compared isomer or geometry (same formula, charge and spin)	147.88	kJ/mol
max |F|	4.5	eV Å⁻¹

Atoms and positions in Å:
S: -0.16978 0.78279 1.03047
O: 0.20009 0.44505 2.41141
C: -0.43127 -0.68476 0.06430
H: 0.26541 -1.44702 0.30825
H: -0.62303 -0.43267 -0.98967
O: -1.17569 1.77588 0.89925
Cl: 1.93425 -0.43925 -3.72401

Force components x, y, z for each atom (eV/Å):
-0.789 -4.224 1.422
0.545 0.454 -1.337
0.200 3.199 0.210
0.593 -0.620 0.049
0.135 -0.329 0.366
-0.561 1.536 -0.871
-0.123 -0.017 0.160


Which of these has the highest net charge?
C9H7AuN2O5S


Copy entry 2 word for word.
The following is a quantum chemistry calculation of a 2-piece molecular cluster, CH2ClO2S overall in a non-equilibrium geometry, from OMol25.

highest occupied orbital energy (spin up / spin down)	-3.81 / -3.81	eV
spin multiplicity	1
net charge	-1
energy relative to the best compared isomer or geometry (same formula, charge and spin)	147.88	kJ/mol
max |F|	4.5	eV Å⁻¹

Atoms and positions in Å:
S: -0.16978 0.78279 1.03047
O: 0.20009 0.44505 2.41141
C: -0.43127 -0.68476 0.06430
H: 0.26541 -1.44702 0.30825
H: -0.62303 -0.43267 -0.98967
O: -1.17569 1.77588 0.89925
Cl: 1.93425 -0.43925 -3.72401

Force components x, y, z for each atom (eV/Å):
-0.789 -4.224 1.422
0.545 0.454 -1.337
0.200 3.199 0.210
0.593 -0.620 0.049
0.135 -0.329 0.366
-0.561 1.536 -0.871
-0.123 -0.017 0.160


What is the energy relative to the best compared isomer or geometry (same formula, charge and spin) in the second record?
147.88 kJ/mol